No. 1
Formula: C4H5N3
Source: the Open Molecules 2025 dataset
Level of theory: ωB97M-V/def2-TZVPD

The geometry in XYZ format:
```
12
Properties=species:S:1:pos:R:3:forces:R:3
N 0.00005 -1.85484 -0.82235 0.01 -0.36 0.50
C 0.04834 -0.61104 -0.18284 -0.14 0.37 0.14
C -1.11338 0.02438 0.26972 0.02 0.21 -0.06
N -1.16894 1.32527 0.53640 0.17 -0.05 -0.05
C -0.02748 1.99455 0.44967 0.16 0.06 0.21
N 1.17494 1.44764 0.28350 -0.29 0.10 -0.15
C 1.20699 0.15626 -0.02842 -0.11 0.10 -0.25
H -0.90417 -2.29455 -0.70966 0.01 0.01 -0.08
H 0.71577 -2.52655 -0.56154 0.04 0.33 -0.07
H -2.05056 -0.49964 0.42541 0.03 -0.28 -0.27
H -0.07908 3.07754 0.54931 0.07 -0.21 0.12
H 2.19752 -0.23903 -0.20922 0.04 -0.29 -0.04
```
Positions in Å, forces in eV/Å.

- SMILES string = Nc1cncnc1
- LUMO level (eV) = 0.83
- relative energy (zero: lowest compared OMol25 entry of this formula, charge and spin) (kcal/mol) = 16.4

=====

No. 2
Formula: C11H13BrN
Source: the Open Molecules 2025 dataset
Level of theory: ωB97M-V/def2-TZVPD

The geometry in XYZ format:
```
26
Properties=species:S:1:pos:R:3:forces:R:3
C 3.23023 0.22915 1.96378 0.88 -0.72 0.22
C 2.51968 -0.97680 2.13935 0.54 0.53 0.31
C 2.82452 1.16606 1.02140 1.74 0.59 1.22
C 1.29106 -1.10403 1.52573 -2.64 -0.62 0.39
C 1.60436 1.04960 0.49441 -3.78 -0.18 -1.41
C 0.70270 -0.02189 0.81330 4.26 -0.89 0.58
C 0.91543 1.94941 -0.52803 1.44 0.01 -0.93
C -0.26216 1.05004 -1.01793 -1.48 4.16 0.12
C -1.83266 -0.54906 0.57610 1.53 1.20 1.21
C -0.48138 0.06427 0.02040 -3.25 -4.30 0.51
C -1.36258 -1.39124 -0.45326 2.03 -1.71 -0.55
N -2.01251 -1.37933 -1.79597 2.99 0.41 -0.36
Br -0.91145 -3.38210 -0.01843 -0.58 2.13 -0.77
H 4.16658 0.45716 2.49456 -0.43 -0.56 -0.23
H 2.88360 -1.82476 2.74924 -0.07 0.85 -0.35
H 3.47959 2.01159 0.77510 -0.35 -0.35 0.15
H 0.68218 -2.05134 1.71684 1.03 1.43 -0.35
H 0.57092 2.90020 -0.18240 -0.52 0.40 1.01
H 1.63444 2.34313 -1.32707 -0.94 -1.23 0.61
H -1.15200 1.71372 -1.22323 0.62 -0.66 0.20
H 0.04323 0.68822 -1.92965 0.62 -1.40 -2.17
H -1.57057 -1.08529 1.48694 -0.52 0.70 0.44
H -2.75464 -0.02531 0.54810 -0.87 0.36 0.06
H -2.85959 -1.88780 -1.92116 -1.07 -0.77 0.28
H -1.25876 -1.82255 -2.39963 -1.33 0.83 0.21
H -2.17086 -0.39296 -2.03656 0.12 -0.21 -0.40
```
Positions in Å, forces in eV/Å.

- SMILES string = [NH3+][C@]1(Br)C[C@]12CCc1ccccc12
- LUMO level (eV) = -3.67
- net charge = +1
- relative energy (zero: lowest compared OMol25 entry of this formula, charge and spin) (kcal/mol) = 31.7

=====

No. 3
Formula: C7H27NO7
Source: the Open Molecules 2025 dataset
Level of theory: ωB97M-V/def2-TZVPD

The geometry in XYZ format:
```
42
Properties=species:S:1:pos:R:3:forces:R:3
C 2.87885 3.43926 -0.01505 0.38 1.17 -1.41
C 2.05768 3.67337 1.25741 -0.18 1.30 -0.55
C 1.49937 2.37465 1.60385 0.13 0.12 2.83
C 0.49625 1.79774 0.88012 -0.63 -0.94 -1.25
N -0.12148 0.62168 1.12171 -0.03 1.62 0.98
C -1.50197 0.45194 0.57196 0.60 1.99 -1.22
C -3.53211 -0.74702 0.90204 -1.34 -0.06 -0.57
C -2.52319 -0.09045 1.47011 -0.74 -2.66 1.36
H 2.83658 2.45062 -0.46372 -0.53 -0.16 0.03
H 3.91695 3.53496 0.23205 0.66 0.18 0.18
H 2.68639 4.18745 -0.81598 -0.03 -0.53 0.57
H 1.26487 4.45064 1.17327 0.03 -0.69 -0.66
H 2.67934 4.19791 1.98408 0.11 -0.92 0.44
H 1.77854 1.98638 2.59520 -0.05 -0.36 -0.56
H 0.17569 2.34623 -0.02034 -0.13 -0.42 0.41
H 0.12981 0.15942 2.00771 -0.09 0.02 -0.65
H -1.83325 1.50484 0.41785 0.40 -0.55 -0.50
H -1.41804 -0.06502 -0.42287 -0.35 0.40 1.03
H -3.85843 -0.80011 -0.13716 1.31 0.49 -0.31
H -4.34824 -1.30007 1.33184 0.11 0.15 1.47
H -2.44316 -0.14665 2.59757 0.25 0.43 -1.39
H -1.73640 -1.45418 -3.05059 -0.25 -0.38 0.40
H -1.66329 -0.04675 -2.82581 -0.44 -0.12 0.70
O -1.96608 -0.83845 -2.32903 0.94 0.73 -1.55
H -3.76457 -3.48590 -1.73255 0.26 -0.19 -0.29
H -2.85171 -2.24029 -1.42885 0.28 -0.03 -0.51
O -3.66657 -2.68632 -1.22067 -0.78 -0.15 0.81
H 0.09118 -1.97460 -4.23584 0.35 0.04 -0.73
H 0.70642 -0.99544 -5.31870 0.08 -0.13 0.05
O -0.11248 -1.31239 -4.93352 -0.53 0.35 0.27
H 0.57108 -2.46663 -2.38986 -0.36 0.09 0.70
H 1.18546 -3.60192 -3.14281 -0.90 0.10 -0.25
O 0.34038 -3.10582 -3.07229 1.21 -0.67 0.01
H 0.65999 -0.97325 -0.53823 -0.39 0.30 0.39
H -0.45061 -2.07653 -0.16372 -0.26 0.37 0.14
O 0.36763 -1.87663 -0.61559 0.92 -0.75 -0.43
H 0.96920 -1.23732 4.25050 -0.17 0.02 0.47
H 0.06086 -1.67130 3.07961 -0.06 -0.32 0.35
O 0.84280 -1.91971 3.58945 0.10 0.36 -0.68
H 2.52887 -0.36905 2.91130 -0.58 -0.18 -0.41
H 3.61954 0.47029 2.10593 -0.30 0.25 -0.47
O 3.44784 -0.16557 2.78960 0.98 -0.28 0.80
```
Positions in Å, forces in eV/Å.

- LUMO level (spin up / spin down) (eV) = -3.66 / -7.02
- net charge = +1
- relative energy (zero: lowest compared OMol25 entry of this formula, charge and spin) (kcal/mol) = 28.7
- multiplicity = 2

=====

No. 4
Formula: C2H4O4S
Source: the Open Molecules 2025 dataset
Level of theory: ωB97M-V/def2-TZVPD

The geometry in XYZ format:
```
11
Properties=species:S:1:pos:R:3:forces:R:3
C 1.08808 -0.32588 0.80986 -0.74 0.35 -0.85
C -1.10198 -0.29850 -0.80999 0.75 0.30 0.75
O 0.86596 1.51024 -0.91622 -0.06 -0.25 -0.15
O -0.83622 1.53649 0.91350 0.04 -0.33 0.11
O 2.14190 -0.64057 0.06398 0.64 0.06 0.03
O -2.14503 -0.62147 -0.05275 -0.63 0.07 0.02
S 0.00328 0.80298 -0.00231 0.05 -0.03 0.06
H 0.68238 -1.15150 1.37380 -0.09 0.06 0.32
H -0.72061 -1.10507 -1.41725 0.08 0.08 -0.28
H 2.36044 0.14319 -0.48117 -0.06 -0.16 0.05
H -2.33819 0.15008 0.51856 0.01 -0.15 -0.06
```
Positions in Å, forces in eV/Å.

- LUMO level (spin up / spin down) (eV) = -0.60 / -0.62
- relative energy (zero: lowest compared OMol25 entry of this formula, charge and spin) (kcal/mol) = 77.8

=====

No. 5
Formula: C4H2OS
Source: the Open Molecules 2025 dataset
Level of theory: ωB97M-V/def2-TZVPD

The geometry in XYZ format:
```
8
Properties=species:S:1:pos:R:3:forces:R:3
C 0.28626 1.86993 -0.80895 0.31 0.13 -0.85
C 0.10241 0.53586 -0.25589 0.11 0.99 -0.36
C -0.04918 -0.56887 0.17370 0.09 -1.20 0.41
C -0.19691 -1.88779 0.71336 -2.05 2.13 2.39
H -0.18320 2.70753 -0.23346 0.34 -0.39 -0.36
H 0.21804 -2.65092 0.13364 0.56 -1.47 -0.52
O 0.89374 2.03373 -1.85203 -0.64 0.12 1.14
S -1.07116 -2.03946 2.12963 1.28 -0.31 -1.85
```
Positions in Å, forces in eV/Å.

- SMILES string = O=CC#CC=S
- LUMO level (eV) = -1.95
- relative energy (zero: lowest compared OMol25 entry of this formula, charge and spin) (kcal/mol) = 3.3

=====

No. 6
Formula: C5H11O2
Source: the Open Molecules 2025 dataset
Level of theory: ωB97M-V/def2-TZVPD

The geometry in XYZ format:
```
18
Properties=species:S:1:pos:R:3:forces:R:3
C -0.01784 1.55744 -2.10422 -0.06 0.60 0.60
C 0.73681 2.15829 -0.88822 0.40 0.00 0.38
O 1.95954 1.90600 -0.77841 -0.12 -0.16 -0.19
O 0.03175 2.84924 -0.11187 -0.09 -0.18 -0.09
H 0.63447 1.40179 -2.95861 -0.05 0.00 -0.11
H -0.81057 2.28005 -2.25728 -0.21 0.04 -0.66
H -0.50844 0.63503 -1.81046 0.05 -0.19 -0.14
C -0.45282 -0.78681 0.56691 -0.17 -1.38 -0.57
C 0.10957 -0.28225 1.87474 -0.05 0.97 0.17
C -0.25579 -2.33429 0.43005 -0.26 0.81 0.06
H -1.52273 -0.58176 0.47134 0.00 0.16 0.39
H -0.04817 -0.31505 -0.32530 0.48 0.14 0.50
H 0.21783 0.80217 1.82112 -0.12 0.09 0.12
H 1.09719 -0.65663 2.14104 0.12 -0.27 -0.37
H 0.13521 -2.71114 1.37371 0.01 -0.29 -0.04
H -1.20277 -2.82566 0.21075 0.01 -0.19 0.00
H -0.54587 -0.53164 2.71492 -0.08 -0.01 -0.05
H 0.44264 -2.56478 -0.37020 0.13 -0.13 0.01
```
Positions in Å, forces in eV/Å.

- LUMO level (eV) = 3.83
- net charge = -1
- relative energy (zero: lowest compared OMol25 entry of this formula, charge and spin) (kcal/mol) = 8.8

=====

No. 7
Formula: C2H10N2O2
Source: the Open Molecules 2025 dataset
Level of theory: ωB97M-V/def2-TZVPD

The geometry in XYZ format:
```
16
Properties=species:S:1:pos:R:3:forces:R:3
N 0.12690 2.36926 -0.49988 -0.32 -0.43 -0.42
C -0.41086 1.24742 -1.26370 0.30 0.42 0.24
O -1.41552 0.61024 -0.47597 0.11 -0.27 -0.29
H -0.38226 2.40115 0.37544 0.13 0.18 0.04
H -0.02851 3.22943 -1.00553 -0.10 0.12 0.19
H -0.84986 1.56838 -2.21188 0.07 0.15 -0.05
H 0.39066 0.54015 -1.48032 0.04 -0.18 0.01
H -1.62948 -0.19166 -0.96944 -0.23 0.00 0.21
N 0.62516 -0.70808 1.61419 -0.02 -0.59 0.48
C 1.01269 -1.70500 0.63642 0.10 0.87 0.71
O -0.04131 -2.52363 0.15710 -0.54 0.16 0.09
H -0.20893 -0.21087 1.34616 -0.08 0.36 -0.40
H 0.42162 -1.12252 2.51937 0.15 -0.09 -0.14
H 1.47393 -1.15778 -0.17732 0.07 -0.04 -0.44
H 1.76551 -2.33280 1.10430 0.04 -0.23 -0.11
H -0.84974 -2.01370 0.33106 0.29 -0.41 -0.12
```
Positions in Å, forces in eV/Å.

- SMILES string = NCO.NCO
- LUMO level (eV) = 0.70
- relative energy (zero: lowest compared OMol25 entry of this formula, charge and spin) (kcal/mol) = 21.7

=====

No. 8
Formula: C41H44Ge2NO2RhSi
Source: the Open Molecules 2025 dataset
Level of theory: ωB97M-V/def2-TZVPD

The geometry in XYZ format:
```
92
Properties=species:S:1:pos:R:3:forces:R:3
Rh -0.01228 0.36776 0.43541 -1.17 0.66 -0.03
O -1.56385 1.51307 -0.42358 -0.14 0.07 0.15
C -1.25160 2.17407 -1.43788 -0.37 -0.04 0.06
O -0.06383 2.02659 -1.88604 0.38 0.16 -0.32
C -2.24856 3.09838 -2.09154 0.27 -0.01 0.04
C -1.60390 4.35634 -2.56045 -0.31 0.16 0.17
Ge 0.69431 2.60507 -3.56053 0.23 -0.10 -0.09
C 2.11593 1.29722 -3.60103 -0.07 -0.08 -0.03
C 2.06265 0.06401 -2.95272 -0.04 0.04 -0.12
C 3.07792 -0.86549 -3.13347 -0.07 0.03 0.00
C 4.14698 -0.57757 -3.96949 -0.07 0.07 -0.07
C 4.21222 0.65209 -4.61284 -0.05 -0.04 -0.03
C 3.20372 1.58673 -4.42550 0.01 -0.12 0.02
C 1.39404 4.37084 -3.33568 0.08 0.15 0.11
C 1.59455 5.17007 -4.45948 0.00 0.01 0.00
C 2.23114 6.39965 -4.33872 -0.02 0.01 0.01
C 2.66164 6.83774 -3.09620 0.00 0.00 0.00
C 2.45952 6.04882 -1.96885 0.00 0.03 0.02
C 1.83280 4.81986 -2.08862 0.02 0.00 -0.05
C -0.57581 2.28563 -4.96016 -0.08 -0.22 -0.05
C -0.73345 0.95462 -5.35464 -0.10 0.01 -0.03
C -1.59590 0.62379 -6.39015 0.00 0.00 0.02
C -2.29274 1.62333 -7.05337 0.01 0.03 0.02
C -2.12434 2.95285 -6.68535 -0.04 -0.04 -0.02
C -1.27544 3.28239 -5.64092 0.09 0.11 -0.04
H -3.03974 3.29910 -1.36136 0.00 -0.08 0.00
H -2.70656 2.54880 -2.91975 0.03 -0.02 -0.02
H -1.03365 4.94531 -1.85641 0.06 -0.01 -0.02
H -1.98616 4.86329 -3.43203 -0.01 -0.04 0.01
H 1.22290 -0.18312 -2.30588 0.12 0.03 -0.14
H 3.03400 -1.81718 -2.61569 0.00 0.02 -0.02
H 4.93066 -1.30881 -4.11960 0.01 0.00 0.00
H 5.04516 0.88170 -5.26447 0.01 -0.01 0.00
H 3.27155 2.54525 -4.92944 0.00 0.00 -0.01
H 1.25828 4.84017 -5.43657 0.03 0.00 0.00
H 2.38708 7.01490 -5.21479 0.00 0.00 0.00
H 3.15392 7.79649 -3.00284 0.00 0.00 0.00
H 2.79215 6.39711 -0.99965 0.00 0.00 0.00
H 1.67456 4.21198 -1.20255 0.00 0.01 -0.01
H -0.16840 0.17059 -4.86320 0.01 -0.02 0.00
H -1.71404 -0.40972 -6.68717 0.00 0.00 0.00
H -2.95827 1.36932 -7.86765 0.00 0.00 0.00
H -2.65091 3.73353 -7.21806 0.00 0.00 0.00
H -1.13738 4.32681 -5.38579 -0.01 -0.05 0.02
C 3.74474 -4.29771 -0.74810 0.05 0.11 -0.02
Si 1.89480 -4.17328 -0.64113 0.00 0.02 -0.03
C 1.02884 -4.50589 -2.24931 0.00 -0.05 0.06
C 1.20377 -5.15774 0.77019 -0.04 0.02 0.05
C 1.46765 -2.36299 -0.24152 -0.09 -0.04 0.23
C 1.03379 -1.25821 0.10026 0.87 -0.19 0.08
H 4.03202 -5.32255 -0.99237 -0.02 0.00 -0.01
H 4.21203 -4.04916 0.20757 0.01 0.00 -0.02
H 4.15650 -3.64369 -1.52082 0.01 -0.03 0.04
H 1.24645 -5.52999 -2.56176 -0.02 0.00 -0.01
H 1.35409 -3.83877 -3.04525 0.03 0.06 -0.06
H -0.05184 -4.41344 -2.13622 -0.01 0.00 -0.02
H 1.38757 -6.22059 0.59872 -0.01 0.00 0.00
H 0.12632 -5.01280 0.86143 0.00 -0.02 0.00
H 1.66861 -4.88970 1.72027 0.01 0.00 -0.01
Ge 2.32945 0.35183 1.15803 -0.08 -0.19 -0.39
C 3.77565 0.50179 -0.06027 0.11 0.40 -0.09
C 4.68078 -0.54384 -0.23808 0.01 0.05 0.09
C 5.79611 -0.35631 -1.03425 0.08 0.07 0.04
C 6.01601 0.87265 -1.64857 0.02 -0.09 0.08
C 5.11614 1.91253 -1.48035 -0.05 -0.02 0.01
C 3.99235 1.72958 -0.68772 0.02 -0.07 0.01
C 2.68883 -0.05070 2.97486 -0.07 0.08 0.28
C 1.78846 0.26866 3.99430 0.08 -0.02 0.00
C 2.12910 0.03895 5.31644 0.00 -0.01 0.00
C 3.36555 -0.51298 5.62779 0.00 0.01 0.01
C 4.27049 -0.81987 4.62165 0.00 -0.03 0.02
C 3.94069 -0.58239 3.29747 -0.02 -0.02 -0.09
H 1.14320 1.70464 0.93754 0.50 -0.74 0.11
H 4.51692 -1.50295 0.23553 -0.02 -0.08 0.00
H 6.50084 -1.16579 -1.17379 0.00 0.00 0.00
H 6.89290 1.01408 -2.26630 0.00 0.00 -0.01
H 5.28040 2.86237 -1.97072 0.00 0.02 0.00
H 3.29045 2.54826 -0.56821 0.01 -0.02 0.00
H 0.83663 0.72122 3.76010 -0.08 0.04 -0.03
H 1.44087 0.30125 6.10912 0.00 0.00 -0.01
H 3.63124 -0.68921 6.66162 0.00 0.00 0.00
H 5.23870 -1.23263 4.87029 0.00 0.00 -0.01
H 4.66400 -0.80067 2.52181 0.02 0.02 0.01
C -3.45454 0.82175 4.66194 0.01 -0.01 0.01
C -2.62765 -0.42414 4.31803 -0.02 0.02 -0.02
C -1.78594 -0.20879 3.14800 -0.05 -0.08 0.03
N -1.12570 -0.02864 2.23002 -0.10 0.08 0.14
H -4.10562 0.58765 5.50068 0.01 0.01 0.01
H -4.07415 1.12547 3.82078 -0.01 -0.01 0.00
H -2.81294 1.65366 4.94600 0.00 0.00 -0.01
H -3.26741 -1.28099 4.09895 0.00 0.00 -0.01
H -1.96874 -0.71211 5.13956 -0.01 0.00 0.01
```
Positions in Å, forces in eV/Å.

- LUMO level (spin up / spin down) (eV) = -5.62 / -8.43
- net charge = +2
- relative energy (zero: lowest compared OMol25 entry of this formula, charge and spin) (kcal/mol) = 0.0
- multiplicity = 5